# 1
This record from the OMol25 dataset describes the ion C4H11N2O with charge +1. The level of theory is ωB97M-V with the def2-TZVPD basis set.

Summary:
E_LUMO: -2.9746 eV
E_HOMO: -15.0766 eV
net charge: +1
E: -343.548424 hartree
SMILES: C/[NH+]=C(\N)[C@H](C)O
orbital gap: 12.102 eV

Bonds (Å) are listed after each position.
Positions of all 18 atoms, in Å:
1 C -1.02 -0.55 -0.60  C2 1.551, C4 1.533, O7 1.408, H8 1.103
2 C -1.03 -2.03 -0.14  C1 1.551, H9 1.087, H10 1.085, H11 1.087
3 C 1.93 1.65 0.36  N6 1.442, H12 1.087, H13 1.090, H14 1.093
4 C -0.16 0.38 0.27  C1 1.533, N5 1.317, N6 1.301
5 N -0.56 0.70 1.48  C4 1.317, H15 1.009, H16 1.007
6 N 0.96 0.78 -0.26  C3 1.442, C4 1.301, H18 1.016
7 O -0.50 -0.43 -1.90  C1 1.408, H17 0.966
8 H -2.05 -0.16 -0.56  C1 1.103
9 H -0.02 -2.43 -0.14  C2 1.087
10 H -1.45 -2.13 0.86  C2 1.085
11 H -1.64 -2.61 -0.83  C2 1.087
12 H 2.75 1.81 -0.33  C3 1.087
13 H 1.49 2.61 0.61  C3 1.090
14 H 2.34 1.19 1.27  C3 1.093
15 H 0.00 1.29 2.08  N5 1.009
16 H -1.44 0.38 1.85  N5 1.007
17 H -1.02 -0.97 -2.51  O7 0.966
18 H 1.12 0.46 -1.21  N6 1.016



# 2
This record from the OMol25 dataset describes the ion C4H11N2O with charge +1 in a non-equilibrium geometry. The level of theory is ωB97M-V with the def2-TZVPD basis set.

Summary:
E_LUMO: -3.3858 eV
E_HOMO: -14.1588 eV
net charge: +1
E: -343.456070 hartree
SMILES: CNC(=O)[C@@H](C)[NH3+]
orbital gap: 10.773 eV

Bonds (Å) are listed after each position.
Positions of all 18 atoms, in Å:
1 N -0.80 -2.01 0.45  C2 1.623, H8 1.073, H9 1.105, H10 0.927
2 C -0.36 -0.44 0.40  N1 1.623, C3 1.525, C4 1.472, H11 1.061
3 C -1.57 0.34 -0.12  C2 1.525, H12 1.252, H13 1.125, H14 1.070
4 C 0.87 -0.50 -0.40  C2 1.472, N5 1.301, O7 1.300
5 N 1.53 0.59 -0.68  C4 1.301, C6 1.485, H15 1.011
6 C 1.46 1.77 0.21  N5 1.485, H16 1.126, H17 1.101, H18 1.158
7 O 1.24 -1.64 -0.91  C4 1.300
8 H -0.43 -2.46 1.35  N1 1.073
9 H -0.31 -2.37 -0.47  N1 1.105
10 H -1.73 -2.01 0.39  N1 0.927
11 H -0.10 -0.12 1.38  C2 1.061
12 H -1.58 0.70 -1.31  C3 1.252
13 H -1.69 1.40 0.24  C3 1.125
14 H -2.54 -0.04 0.10  C3 1.070
15 H 1.67 0.56 -1.68  N5 1.011
16 H 1.30 1.46 1.28  C6 1.126
17 H 2.41 2.27 -0.05  C6 1.101
18 H 0.62 2.48 -0.17  C6 1.158



# 3
This record from the OMol25 dataset describes the ion C4H11N2O with charge +1 in a non-equilibrium geometry. The level of theory is ωB97M-V with the def2-TZVPD basis set.

Summary:
E_LUMO: -3.5493 eV
E_HOMO: -13.6738 eV
net charge: +1
E: -343.493970 hartree
SMILES: CN(C)C(=O)C[NH3+]
orbital gap: 10.124 eV

Bonds (Å) are listed after each position.
Positions of all 18 atoms, in Å:
1 N -2.58 -0.54 0.02  C2 1.511, H8 1.039, H9 1.023, H10 1.023
2 C -1.31 -0.05 0.68  N1 1.511, C3 1.572, H11 1.088, H12 1.086
3 C -0.23 -0.15 -0.46  C2 1.572, N4 1.359, O7 1.203
4 N 0.96 0.38 -0.07  C3 1.359, C5 1.489, C6 1.531
5 C 1.70 -0.37 0.99  N4 1.489, H13 1.085, H14 1.089, H15 1.092
6 C 1.77 0.97 -1.22  N4 1.531, H16 1.094, H17 1.080, H18 1.079
7 O -0.63 -0.40 -1.56  C3 1.203
8 H -2.42 -0.46 -1.00  N1 1.039
9 H -2.84 -1.51 0.23  N1 1.023
10 H -3.41 0.03 0.21  N1 1.023
11 H -1.54 0.97 0.97  C2 1.088
12 H -1.15 -0.61 1.60  C2 1.086
13 H 1.06 -1.19 1.30  C5 1.085
14 H 2.07 0.34 1.72  C5 1.089
15 H 2.62 -0.81 0.58  C5 1.092
16 H 2.65 1.31 -0.66  C6 1.094
17 H 1.22 1.89 -1.40  C6 1.080
18 H 2.05 0.22 -1.93  C6 1.079



# 4
This record from the OMol25 dataset describes the ion C4H11N2O with charge +1 in a non-equilibrium geometry. The level of theory is ωB97M-V with the def2-TZVPD basis set.

Summary:
E_LUMO: -3.4494 eV
E_HOMO: -13.8566 eV
net charge: +1
E: -343.469836 hartree
SMILES: CNC(=O)C[NH2+]C
orbital gap: 10.407 eV

Bonds (Å) are listed after each position.
Positions of all 18 atoms, in Å:
1 O -1.06 -1.13 -0.25  C2 1.209
2 C -0.36 -0.50 0.50  O1 1.209, N3 1.347, C5 1.475
3 N -0.47 -0.64 1.83  C2 1.347, C4 1.459, H8 0.961
4 C 0.30 0.14 2.80  N3 1.459, H9 1.067, H10 1.121, H11 1.109
5 C 0.41 0.54 -0.20  C2 1.475, N6 1.536, H12 1.132, H13 1.164
6 N 0.44 0.03 -1.65  C5 1.536, C7 1.524, H14 1.124, H15 1.127
7 C 0.46 1.18 -2.66  N6 1.524, H16 1.056, H17 1.127, H18 1.022
8 H -1.09 -1.27 2.23  N3 0.961
9 H 0.97 0.83 2.34  C4 1.067
10 H -0.48 0.72 3.35  C4 1.121
11 H 0.88 -0.64 3.34  C4 1.109
12 H -0.09 1.55 -0.32  C5 1.132
13 H 1.56 0.70 -0.08  C5 1.164
14 H -0.55 -0.39 -1.97  N6 1.124
15 H 1.26 -0.71 -1.88  N6 1.127
16 H 0.79 0.78 -3.58  C7 1.056
17 H 1.10 2.06 -2.39  C7 1.127
18 H -0.48 1.54 -2.86  C7 1.022



# 5
This record from the OMol25 dataset describes a cluster of 2 separate species, C4H11N2O in total in a non-equilibrium geometry. The level of theory is ωB97M-V with the def2-TZVPD basis set.

Summary:
E_LUMO (spin up / spin down): -5.9226 / -5.9233 eV
E_HOMO (spin up / spin down): -12.2294 / -12.2292 eV
net charge: +1
E: -343.423644 hartree
orbital gap (spin up / spin down): 6.307 / 6.306 eV

Bonds (Å) are listed after each position.
Positions of all 18 atoms, in Å:
1 C -3.24 0.53 0.56  O7 1.268, H8 1.084, H16 1.084
2 C -0.42 -1.49 0.02  N5 1.441, H9 1.089, H10 1.095, H11 1.094
3 C 3.15 0.83 -0.24  N6 1.438, H12 1.092, H13 1.091, H14 1.088
4 C 0.73 0.57 0.10  N5 1.288, N6 1.330, H15 1.084
5 N -0.39 -0.06 0.19  C2 1.441, C4 1.288
6 N 1.93 0.06 -0.15  C3 1.438, C4 1.330, H18 1.011
7 O -3.57 0.58 -0.66  C1 1.268, H17 0.977
8 H -3.01 1.48 1.03  C1 1.084
9 H -1.46 -1.83 0.02  C2 1.089
10 H 0.02 -1.80 -0.93  C2 1.095
11 H 0.10 -2.00 0.83  C2 1.094
12 H 3.76 0.70 0.65  C3 1.092
13 H 3.72 0.49 -1.10  C3 1.091
14 H 2.91 1.88 -0.37  C3 1.088
15 H 0.69 1.65 0.21  C4 1.084
16 H -3.20 -0.38 1.14  C1 1.084
17 H -3.78 -0.26 -1.11  O7 0.977
18 H 2.04 -0.95 -0.20  N6 1.011



# 6
This record from the OMol25 dataset describes the ion C4H11N2O with charge +1 in a non-equilibrium geometry. The level of theory is ωB97M-V with the def2-TZVPD basis set.

Summary:
E_LUMO: -3.1886 eV
E_HOMO: -14.3819 eV
net charge: +1
E: -343.559460 hartree
SMILES: C[C@@H]([NH3+])CC(N)=O
orbital gap: 11.193 eV

Bonds (Å) are listed after each position.
Positions of all 18 atoms, in Å:
1 C -0.86 0.96 1.76  C2 1.510, H8 1.082, H9 1.093, H10 1.070
2 C -0.67 0.04 0.59  C1 1.510, C3 1.523, N7 1.515, H11 1.074
3 C 0.76 0.01 0.05  C2 1.523, C4 1.526, H12 1.101, H13 1.074
4 C 1.02 -0.97 -1.08  C3 1.526, N5 1.327, O6 1.216
5 N 2.28 -1.17 -1.45  C4 1.327, H14 1.016, H15 1.000
6 O 0.10 -1.50 -1.69  C4 1.216
7 N -1.63 0.43 -0.52  C2 1.515, H16 1.010, H17 1.016, H18 1.046
8 H -1.77 0.80 2.32  C1 1.082
9 H -0.79 2.02 1.48  C1 1.093
10 H -0.06 0.85 2.47  C1 1.070
11 H -0.99 -0.96 0.83  C2 1.074
12 H 1.12 0.99 -0.29  C3 1.101
13 H 1.37 -0.20 0.91  C3 1.074
14 H 3.06 -0.95 -0.84  N5 1.016
15 H 2.46 -1.83 -2.18  N5 1.000
16 H -1.38 1.33 -0.91  N7 1.010
17 H -2.60 0.47 -0.22  N7 1.016
18 H -1.42 -0.30 -1.24  N7 1.046



Q: Number 5 is which compound?
A: C4H11N2O



Please write out number 5 again, unchanged.
This record from the OMol25 dataset describes a cluster of 2 separate species, C4H11N2O in total in a non-equilibrium geometry. The level of theory is ωB97M-V with the def2-TZVPD basis set.

Summary:
E_LUMO (spin up / spin down): -5.9226 / -5.9233 eV
E_HOMO (spin up / spin down): -12.2294 / -12.2292 eV
net charge: +1
E: -343.423644 hartree
orbital gap (spin up / spin down): 6.307 / 6.306 eV

Bonds (Å) are listed after each position.
Positions of all 18 atoms, in Å:
1 C -3.24 0.53 0.56  O7 1.268, H8 1.084, H16 1.084
2 C -0.42 -1.49 0.02  N5 1.441, H9 1.089, H10 1.095, H11 1.094
3 C 3.15 0.83 -0.24  N6 1.438, H12 1.092, H13 1.091, H14 1.088
4 C 0.73 0.57 0.10  N5 1.288, N6 1.330, H15 1.084
5 N -0.39 -0.06 0.19  C2 1.441, C4 1.288
6 N 1.93 0.06 -0.15  C3 1.438, C4 1.330, H18 1.011
7 O -3.57 0.58 -0.66  C1 1.268, H17 0.977
8 H -3.01 1.48 1.03  C1 1.084
9 H -1.46 -1.83 0.02  C2 1.089
10 H 0.02 -1.80 -0.93  C2 1.095
11 H 0.10 -2.00 0.83  C2 1.094
12 H 3.76 0.70 0.65  C3 1.092
13 H 3.72 0.49 -1.10  C3 1.091
14 H 2.91 1.88 -0.37  C3 1.088
15 H 0.69 1.65 0.21  C4 1.084
16 H -3.20 -0.38 1.14  C1 1.084
17 H -3.78 -0.26 -1.11  O7 0.977
18 H 2.04 -0.95 -0.20  N6 1.011